Here is an isolated molecule of C25H23N3O4 in a non-equilibrium geometry from the Open Molecules 2025 dataset. Energies are from the ωB97M-V functional and the def2-TZVPD basis.

XYZ file:
```
55
Properties=species:S:1:pos:R:3
C -0.7172 -2.8994 -1.2174
C -0.2053 -3.2291 0.1488
C 0.9759 -4.1280 0.2449
C 2.3237 -3.4046 0.0125
O 3.3271 -4.0582 -0.1660
N 2.2584 -2.0565 0.0622
C 3.3050 -1.1287 -0.0134
C 4.6422 -1.4960 -0.0982
C 5.6512 -0.5375 -0.1444
C 5.2787 0.7829 -0.0993
C 3.9356 1.1532 -0.0178
C 2.9302 0.2241 0.0224
O 3.8415 2.5215 0.0185
C 5.1668 3.0003 -0.0580
O 6.0611 1.9127 -0.1223
N -0.6498 -2.7857 1.2593
N -1.5435 -1.7270 1.2605
C -1.2095 -0.5370 0.7034
O -0.2242 -0.4089 -0.0013
C -2.1950 0.5873 1.0217
C -3.4939 0.2401 0.3382
C -4.6828 0.1718 1.0506
C -5.8637 -0.1690 0.4130
C -5.8655 -0.4510 -0.9417
C -4.6823 -0.3859 -1.6597
C -3.5036 -0.0424 -1.0243
C -1.5942 1.9130 0.6001
C -2.2443 2.7907 -0.2541
C -1.6353 3.9749 -0.6345
C -0.3676 4.2877 -0.1777
C 0.2830 3.4220 0.6853
C -0.3336 2.2500 1.0813
H -0.6056 -3.7592 -1.8734
H -1.7667 -2.6093 -1.1690
H -0.1621 -2.0649 -1.6473
H 0.9297 -4.9457 -0.4744
H 1.0387 -4.5495 1.2505
H 1.3460 -1.6128 0.1546
H 4.9000 -2.5407 -0.1294
H 6.6873 -0.8225 -0.2106
H 1.8946 0.5172 0.0671
H 5.3900 3.6090 0.8336
H 5.2808 3.6260 -0.9588
H -2.2109 -1.7643 2.0184
H -2.3508 0.6073 2.1079
H -4.6888 0.3943 2.1088
H -6.7833 -0.2150 0.9773
H -6.7861 -0.7191 -1.4379
H -4.6788 -0.6025 -2.7177
H -2.5809 0.0186 -1.5833
H -3.2308 2.5554 -0.6256
H -2.1542 4.6502 -1.2992
H 0.1119 5.2032 -0.4906
H 1.2756 3.6525 1.0417
H 0.1749 1.5847 1.7647
```

Output
E	-1431.69823	Eh
Kohn-Sham gap	8.067	eV
spin multiplicity	1
LUMO level	0.0195	Ha
charge	0
energy relative to the best compared isomer or geometry (same formula, charge and spin)	52.6	kcal/mol
SMILES	C/C(CC(=O)Nc1ccc2c(c1)OCO2)=N\NC(=O)C(c1ccccc1)c1ccccc1

Atomic partial charges in e from the natural (NBO) method, atoms 1 to 4: -0.707, 0.323, -0.546, 0.699



Here is an isolated molecule of C4H8N2O in a non-equilibrium geometry from the Open Molecules 2025 dataset. Energies are from the ωB97M-V functional and the def2-TZVPD basis.

XYZ file:
```
15
Properties=species:S:1:pos:R:3
H 2.5471 -0.9612 -1.3521
N 1.7560 -0.3981 -1.0860
C 1.2871 -0.5369 0.0660
C -0.0536 0.0858 0.3207
C 0.2508 1.5351 -0.0383
O -0.3281 0.0996 1.6938
C -1.2421 -0.5485 -0.4110
N -2.1322 -1.1868 0.2573
H -2.9048 -1.5599 -0.4367
H 1.6089 -0.9626 1.0910
H -0.5697 2.2834 -0.0110
H 0.9636 1.8598 0.6389
H 0.6463 1.4940 -1.1634
H -0.7303 -0.7303 1.9951
H -1.0990 -0.4734 -1.5642
```

Output
E	-341.88987	Eh
Kohn-Sham gap	10.685	eV
spin multiplicity	1
LUMO level	0.0357	Ha
charge	0
energy relative to the best compared isomer or geometry (same formula, charge and spin)	71.4	kcal/mol
SMILES	[H]/N=C/C(C)(O)/C=N/[H]

Atomic partial charges in e from the natural (NBO) method, atoms 1 to 4: 0.358, -0.642, 0.156, 0.066